{"formula": "C63H96O43", "method": "ωB97M-V/def2-TZVPD", "homo_lumo_gap_ha": 0.293, "spin_multiplicity": 1, "e_homo_ev": -7.53, "species": ["C", "C", "C", "C", "C", "C", "O", "O", "H", "H", "H", "H", "H", "H", "C", "C", "C", "C", "C", "C", "O", "O", "H", "H", "H", "H", "H", "H", "C", "C", "C", "C", "C", "C", "O", "O", "H", "H", "H", "H", "H", "H", "C", "C", "C", "C", "C", "C", "O", "O", "H", "H", "H", "H", "H", "H", "C", "C", "C", "C", "C", "C", "O", "O", "H", "H", "H", "H", "H", "H", "C", "O", "C", "O", "O", "C", "H", "H", "H", "H", "H", "H", "C", "O", "C", "O", "O", "C", "H", "H", "H", "H", "H", "H", "C", "O", "C", "O", "O", "C", "H", "H", "H", "H", "H", "H", "C", "O", "C", "O", "O", "C", "H", "H", "H", "H", "H", "H", "C", "O", "C", "O", "O", "C", "H", "H", "H", "H", "H", "H", "C", "O", "C", "O", "O", "C", "H", "H", "H", "H", "H", "H", "C", "O", "C", "O", "O", "C", "H", "H", "H", "H", "H", "H", "C", "O", "C", "O", "O", "C", "H", "H", "H", "H", "H", "H", "C", "O", "C", "O", "O", "C", "H", "H", "H", "H", "H", "H", "C", "O", "C", "O", "O", "C", "H", "H", "H", "H", "H", "H", "C", "O", "C", "O", "O", "C", "H", "H", "H", "H", "H", "H"], "positions_angstrom": [[2.724251, 5.974659, 3.640837], [4.017609, 5.565122, 3.905840], [4.446337, 4.278931, 3.681074], [3.444563, 3.312686, 3.291487], [2.155375, 3.735249, 3.045073], [1.773359, 5.131471, 3.141560], [0.524435, 5.598793, 2.839869], [5.800589, 4.069393, 3.901796], [2.419984, 6.989957, 3.795811], [4.783489, 6.295954, 4.165573], [3.695541, 2.262734, 3.191700], [1.345012, 3.014423, 2.735658], [-0.109851, 4.871251, 2.494719], [5.919801, 3.121635, 3.963567], [-3.602509, -5.619229, 2.440778], [-2.378581, -5.020001, 2.127836], [-2.297819, -3.642827, 2.027630], [-3.434259, -2.850339, 2.166578], [-4.599011, -3.426439, 2.549273], [-4.741989, -4.836215, 2.686310], [-5.843693, -5.477773, 3.150738], [-1.071084, -2.975710, 1.792919], [-3.686549, -6.708394, 2.534148], [-1.437725, -5.553354, 2.054513], [-3.346900, -1.761694, 2.015438], [-5.473527, -2.827883, 2.825706], [-6.624713, -4.920428, 3.135470], [-0.458775, -3.679549, 1.683239], [5.343973, -0.147135, 7.521126], [5.971121, 0.444358, 6.470374], [5.346528, 0.501968, 5.199922], [4.114353, -0.149836, 5.001115], [3.590113, -0.903772, 6.018860], [4.133727, -0.863878, 7.295033], [3.682880, -1.567049, 8.314098], [6.039206, 1.237573, 4.274613], [5.699777, -0.233993, 8.597550], [6.842388, 1.077749, 6.684524], [3.560138, -0.105318, 4.073754], [2.766815, -1.529854, 5.788287], [2.970996, -2.130496, 8.050845], [5.979865, 0.833584, 3.360142], [1.965118, 5.148417, -0.266685], [2.591110, 4.240699, -1.094085], [3.754879, 4.640401, -1.796841], [4.218568, 5.962756, -1.647027], [3.521373, 6.865168, -0.875000], [2.384498, 6.480512, -0.185343], [1.797805, 7.441199, 0.634145], [4.464281, 3.800310, -2.622851], [0.981500, 4.862029, 0.110997], [2.158182, 3.265351, -1.251620], [5.173830, 6.185501, -2.151352], [3.851465, 7.922143, -0.765104], [1.135069, 7.021578, 1.209357], [4.234176, 2.910384, -2.359845], [-5.771780, 1.215653, 4.812120], [-5.281651, 0.377885, 3.828232], [-5.494432, 0.709341, 2.471206], [-6.153312, 1.870073, 2.117771], [-6.597469, 2.748009, 3.103963], [-6.382432, 2.373812, 4.415008], [-6.768926, 3.267359, 5.410284], [-4.902932, -0.045160, 1.439588], [-5.782375, 0.939503, 5.920185], [-4.817902, -0.568459, 3.986392], [-6.264443, 2.183507, 1.080928], [-7.181022, 3.707157, 2.844029], [-6.544126, 2.892830, 6.284819], [-5.176753, 0.308667, 0.600517], [5.512003, -1.322486, 0.453232], [5.763070, -0.121661, -0.231726], [5.729928, 1.015077, 0.502228], [5.484092, 0.895611, 1.710925], [6.072899, 2.060626, -0.270462], [6.030824, 3.367973, 0.387846], [4.538412, -1.288033, 0.921481], [6.265395, -1.480588, 1.272469], [5.510073, -2.170526, -0.258130], [6.337291, 4.143077, -0.302785], [6.676698, 3.323729, 1.214527], [5.137881, 3.580738, 0.897388], [-0.332714, -0.060589, -4.677168], [-0.403931, 1.363336, -5.007015], [0.279654, 2.176778, -4.199331], [0.725984, 1.942738, -3.082819], [0.362475, 3.393941, -4.793304], [1.145380, 4.327019, -4.071584], [0.686894, -0.436813, -4.786507], [-0.982806, -0.667655, -5.308831], [-0.766798, -0.082106, -3.654118], [2.191649, 3.930454, -3.887414], [0.713305, 4.469201, -3.100109], [1.020002, 5.188178, -4.752270], [-3.669621, 2.266675, -3.863292], [-3.336615, 0.940275, -3.682671], [-3.895341, 0.183206, -2.725961], [-4.961410, 0.466034, -2.161534], [-3.185282, -0.878652, -2.485058], [-3.629673, -1.852835, -1.474261], [-2.936791, 2.836517, -4.348975], [-3.976211, 2.581028, -2.861737], [-4.558502, 2.404559, -4.469187], [-4.254172, -2.524337, -1.970086], [-4.139134, -1.383273, -0.600406], [-2.720398, -2.280447, -1.140638], [3.339154, -4.662982, -4.747564], [2.965282, -3.588097, -3.825949], [3.464103, -2.363180, -4.154656], [4.172198, -2.122485, -5.089007], [2.830063, -1.385390, -3.404046], [3.452081, -0.064721, -3.583633], [4.405127, -4.638464, -4.974131], [2.765234, -4.589264, -5.672121], [3.091781, -5.546523, -4.133639], [3.513230, 0.185331, -4.604295], [4.497401, -0.045171, -3.151162], [2.836689, 0.535677, -2.938046], [-1.654200, 3.011303, -1.030821], [-2.652589, 3.437002, -0.067332], [-2.274637, 3.646374, 1.147246], [-1.145391, 3.638791, 1.551614], [-3.334610, 3.714014, 1.873245], [-3.073724, 3.919362, 3.302325], [-1.222988, 2.053133, -0.661206], [-0.858332, 3.772706, -1.111851], [-2.178594, 2.882745, -1.969425], [-4.021182, 4.098964, 3.847366], [-2.444821, 4.795322, 3.295526], [-2.450326, 3.089065, 3.684281], [2.905937, -5.153666, -0.705202], [3.322796, -3.973778, 0.036142], [2.454116, -3.680834, 1.003396], [1.472057, -4.318993, 1.290999], [2.849022, -2.640261, 1.703751], [2.126949, -2.431893, 2.940959], [3.014304, -5.956548, -0.072329], [3.607534, -5.256982, -1.568217], [1.967076, -4.925309, -1.117531], [1.044907, -2.313724, 2.766231], [2.503823, -1.481292, 3.338110], [2.338933, -3.263497, 3.603783], [-2.036643, 3.942121, -7.207998], [-2.623225, 2.640948, -6.961596], [-2.239943, 1.540736, -7.481053], [-2.721425, 0.472850, -7.160157], [-1.335171, 1.664258, -8.505855], [-1.106570, 0.402250, -9.183630], [-2.585319, 4.484637, -7.950200], [-1.013168, 3.834798, -7.495222], [-2.209591, 4.525662, -6.287901], [-2.012480, -0.134631, -9.442517], [-0.479079, -0.218493, -8.569027], [-0.543467, 0.642036, -10.042957], [-1.216821, 0.553769, 3.036329], [-1.022539, 1.405102, 4.171079], [0.055043, 0.996972, 4.861185], [0.765206, 0.030412, 4.522357], [0.402301, 1.926310, 5.781842], [1.624109, 1.798561, 6.447920], [-2.179501, 0.735419, 2.554969], [-1.194227, -0.514584, 3.315107], [-0.482336, 0.656426, 2.267538], [1.543701, 1.156950, 7.280917], [1.855788, 2.866302, 6.684836], [2.291994, 1.445917, 5.695990], [-1.668078, -3.353695, -6.044236], [-1.780297, -3.402891, -4.594153], [-1.085795, -4.307071, -3.953347], [-0.217222, -5.017712, -4.340671], [-1.622852, -4.370760, -2.738851], [-1.077291, -5.358305, -1.869472], [-1.761192, -4.361687, -6.409845], [-0.702221, -2.976330, -6.297166], [-2.528960, -2.747660, -6.336698], [-0.017458, -5.248402, -1.702644], [-1.270029, -6.317434, -2.274088], [-1.667423, -5.233442, -0.936174], [-5.767078, -5.574719, -1.992074], [-4.654350, -6.129804, -1.318745], [-4.836756, -7.245135, -0.562932], [-3.917801, -7.932974, -0.143096], [-6.109436, -7.472994, -0.360752], [-6.413626, -8.822953, 0.130507], [-6.374543, -5.163497, -1.224712], [-6.234326, -6.260257, -2.684187], [-5.284362, -4.768527, -2.623495], [-6.033690, -9.545638, -0.618576], [-7.520214, -8.935226, 0.096164], [-5.882692, -9.073449, 1.058567], [2.413733, 0.879024, 0.271403], [0.959135, 0.749581, 0.445238], [0.201890, -0.040842, -0.290805], [-1.002077, -0.014970, -0.257109], [0.915620, -0.963361, -0.908854], [0.114807, -2.129775, -1.292474], [2.653660, 1.817710, 0.701697], [2.618649, 0.864566, -0.803646], [2.967488, 0.028245, 0.629401], [-0.336997, -2.566941, -0.382811], [0.924644, -2.716313, -1.657776], [-0.699865, -1.937505, -1.930303]], "atomic_forces_ev_per_a": [[-0.438, 0.622, -0.133], [0.686, 0.404, -0.415], [-0.737, -0.425, 0.115], [1.349, 0.815, 0.409], [-1.877, 0.937, -0.587], [0.501, -2.843, 0.214], [-1.129, -1.082, -0.744], [-1.265, -0.026, -0.469], [0.109, 0.544, 0.076], [-0.290, -0.120, 0.204], [0.079, 0.042, -0.018], [1.029, 0.640, 0.305], [1.492, 1.101, 0.648], [0.368, -0.857, 0.193], [-0.449, -0.205, 0.085], [-0.057, 0.462, 0.292], [0.571, 1.002, -0.371], [1.390, 0.982, -0.218], [-2.298, -1.506, 0.699], [2.077, 0.762, -0.292], [-0.380, -0.243, -0.036], [-2.374, -0.097, 0.321], [0.101, 0.469, -0.033], [-0.231, -0.466, -0.113], [-0.119, -0.662, 0.191], [0.265, 0.071, -0.359], [0.027, 0.251, -0.045], [1.591, -0.873, -0.229], [-1.394, -1.562, 1.771], [-0.155, 1.423, -0.289], [0.005, -0.393, 0.845], [1.807, 0.853, -0.572], [0.301, 0.012, 1.159], [1.999, 1.019, -1.856], [-0.343, -0.640, 1.955], [-0.165, -0.511, -1.430], [-0.069, 0.480, -1.669], [-0.149, -0.522, -0.512], [0.349, 0.166, -0.189], [-0.982, -0.366, 0.075], [-0.761, -0.490, -0.236], [-0.200, 0.712, 1.203], [-1.266, 0.658, -0.292], [1.508, 0.480, -0.877], [-0.621, 0.781, 0.987], [0.483, -1.343, -0.768], [0.280, 1.297, 0.262], [-0.034, 0.060, 0.975], [0.002, -0.875, -0.632], [-0.142, 0.237, 0.149], [0.358, 0.057, 0.464], [-0.031, -0.212, -0.004], [-0.669, 0.216, 0.263], [-0.163, -0.961, -0.115], [0.188, -0.063, -0.086], [0.064, -0.502, -0.079], [0.152, -1.300, 0.925], [-0.492, -0.134, -1.728], [0.958, 0.041, -0.573], [-0.272, 0.925, 0.166], [-0.949, 0.754, -0.606], [-0.601, 1.775, 1.523], [-0.088, -0.234, 0.182], [-0.267, -0.265, 1.932], [0.353, 0.372, -1.713], [0.404, -0.461, 0.535], [0.053, -0.331, 0.075], [1.206, -1.666, 0.564], [-0.164, 0.270, -0.748], [-0.208, 0.370, -0.692], [0.318, -1.132, 1.155], [0.290, 1.789, -1.118], [0.450, -2.042, 0.788], [0.277, 1.824, -2.056], [-1.159, -0.463, 1.179], [0.855, -0.626, -0.205], [-0.133, -0.071, 0.107], [-0.572, 0.059, -0.856], [0.224, 0.759, 0.219], [-0.165, -0.294, -0.288], [1.530, 0.007, 0.890], [-1.924, 0.123, -0.141], [-0.770, 0.470, 1.350], [0.636, -0.321, -0.418], [-0.098, 0.446, 0.540], [-0.399, -0.130, -1.384], [-0.399, -2.110, 0.084], [0.810, 0.077, -0.477], [-0.036, 0.241, 0.412], [-0.139, 0.795, -0.286], [0.748, -0.684, -0.485], [-1.082, 0.774, -0.660], [-0.254, 0.468, 0.461], [0.834, 0.008, 0.899], [-3.065, 0.363, 1.595], [1.685, -2.550, -0.337], [-2.704, 1.505, 0.909], [1.680, -0.198, -0.722], [0.710, -0.664, 0.152], [0.083, 2.509, 0.553], [1.618, 0.349, -0.230], [0.229, 0.951, -0.226], [-0.331, -0.377, -0.290], [-0.989, -1.235, -0.612], [0.369, -0.139, -0.913], [0.681, -0.627, 0.255], [-0.130, 0.067, 1.122], [0.797, 1.113, -0.381], [-2.260, 0.410, -0.034], [0.615, -0.230, 0.208], [1.710, -1.045, -0.644], [0.938, -1.432, 2.208], [-0.086, 0.106, 0.096], [-0.078, -0.084, 0.233], [0.040, 0.216, -0.789], [-0.272, 0.516, -1.147], [-1.014, -0.303, -0.491], [-0.358, 0.622, -0.337], [0.791, -0.184, 0.988], [-0.287, -0.116, -2.480], [-0.025, -1.124, -0.094], [1.954, 0.543, 0.439], [-1.971, 0.328, 2.264], [0.452, -0.050, -0.518], [-0.328, 0.781, -0.497], [-0.371, -0.310, -0.043], [0.070, 0.035, 0.100], [0.556, -0.370, -0.665], [0.068, 0.478, 0.677], [-0.729, 0.345, -0.057], [2.138, 2.216, -1.845], [-0.274, 0.136, -0.037], [0.212, -0.249, 0.617], [-0.569, -0.569, -0.447], [0.388, 0.544, -0.015], [-0.359, 0.819, -0.221], [-0.393, -2.020, 1.223], [-0.348, 0.241, 0.845], [-1.397, -0.384, -0.252], [0.519, -0.181, 0.039], [-0.123, -0.564, -0.154], [-0.077, -0.037, 0.155], [-0.584, -0.211, 0.789], [-0.605, 2.426, 1.144], [0.417, -2.565, -1.674], [0.466, 0.619, -0.039], [-0.815, -0.425, 0.470], [0.045, 0.348, 0.823], [-0.386, -0.112, -0.815], [0.629, 0.115, 0.098], [0.551, -0.523, -0.198], [-0.204, 0.236, 0.122], [0.092, -0.380, 0.423], [0.456, 0.422, -1.061], [-1.128, -1.509, -0.501], [0.631, -0.685, 0.563], [2.649, -0.134, -1.035], [-1.583, 1.849, 1.356], [-3.014, -0.826, -1.243], [0.500, 1.987, -1.013], [-0.089, 0.449, 0.477], [-0.103, 0.523, 0.133], [0.745, 0.551, -0.135], [0.095, -0.653, 1.038], [0.152, -1.094, 0.287], [1.061, -0.358, 0.059], [-0.674, -0.339, 1.307], [-0.401, 0.962, -1.181], [-1.179, -0.247, 0.996], [1.317, -0.585, -0.976], [0.160, 0.365, 0.617], [-0.964, 0.629, 1.106], [-0.063, -0.365, -0.332], [0.476, 0.530, -0.434], [0.513, 0.074, -0.215], [0.263, 0.268, 0.021], [-0.140, -1.064, -0.347], [0.603, -0.184, -0.489], [1.579, 1.424, -1.100], [1.097, -1.586, 0.690], [2.015, -0.033, -0.075], [-1.161, 1.180, -0.725], [-1.355, -1.270, 0.561], [0.039, -0.430, -1.189], [-1.183, 0.459, 0.087], [-0.371, -0.327, 0.200], [-0.794, -0.684, 0.781], [-0.052, 0.428, 0.282], [0.900, 0.408, 0.602], [-0.600, 0.505, -0.076], [-1.429, -1.064, -1.716], [0.837, 1.301, 0.444], [0.159, -0.882, 0.622], [-0.064, 0.309, 0.000], [-0.644, -0.447, -0.484], [1.134, 0.129, 1.959], [0.362, 0.658, 0.572], [-0.035, 0.375, 0.055], [-0.132, -0.245, 0.802], [0.437, 0.186, -0.279], [-0.011, -1.021, -0.824], [-0.504, 0.593, -1.277]], "mulliken_charge": [-0.330, -0.701, -0.313, 0.335, 0.482, -0.392, -0.767, -0.689, 0.450, 0.379, 0.562, -0.021, 0.321, 0.407, -0.824, -0.653, -0.551, 0.127, -0.073, 0.716, -0.592, 0.296, 0.338, 0.470, 0.238, 0.230, 0.301, -0.299, -0.669, -0.600, 0.041, 0.706, -0.093, 0.752, -0.590, -0.682, 0.319, 0.362, -0.431, 0.135, 0.299, 0.362, -0.081, 1.473, -0.650, -0.610, -0.577, 0.130, -0.666, -0.692, -0.226, 0.607, 0.430, 0.346, 0.311, 0.273, -0.659, -0.402, 0.220, -0.517, -0.680, 1.067, -0.580, -0.121, 0.155, 0.391, 0.427, 0.268, 0.271, 0.054, 0.032, -0.338, 0.614, -0.186, -0.365, -0.796, -0.254, 0.301, 0.127, 0.312, 0.546, 0.133, 0.014, -0.022, 0.051, 0.075, -0.393, -0.605, 0.476, -0.297, -0.162, 0.219, 0.229, 0.303, -0.895, 0.103, 0.503, -0.732, 0.072, 0.098, 0.107, 0.494, 0.254, 0.534, -0.318, -0.303, -0.884, 0.116, 0.385, -0.580, 0.160, -0.405, 0.368, 0.275, 0.243, 0.651, 0.359, -0.647, 0.376, -0.436, 0.801, 0.031, -0.441, -0.390, 0.059, 0.240, -0.495, 0.184, 0.400, -0.001, 0.239, -0.314, 0.913, -0.715, -0.262, 1.570, 0.462, 0.064, -0.688, -0.195, -1.501, 0.628, -0.720, -0.240, 0.981, -0.590, -0.396, -0.699, 0.307, 0.354, 0.229, 0.299, 0.237, 0.294, -0.200, -0.117, 0.458, -0.378, -0.411, 0.008, -0.168, 0.491, -0.190, 0.357, 0.277, -0.416, -0.969, -0.011, 0.457, -0.611, 0.221, -0.205, 0.439, 0.308, 0.238, -0.289, 0.582, -0.019, -0.617, -0.086, 0.838, -0.616, -0.363, -0.711, 0.343, 0.306, 0.064, 0.325, 0.248, 0.278, 0.862, 0.752, -0.401, -0.207, 0.300, 0.874, -0.158, -0.743, -0.217, -0.512, -0.334, 0.048]}